Record 1
This record from the OMol25 dataset describes the ion C7H10N3O with charge +1 in a non-equilibrium geometry. The level of theory is wB97M-V/def2-TZVPD.

Summary:
HOMO-LUMO gap, eV: 9.55
Energy, eV: -13932.9506
Charge: +1
SMILES: Cn1ccc(=[NH+]C(N)=O)cc1

Element x y z (Å)
C1 0.546 -0.911 -0.971
C2 -0.130 0.663 0.623
C3 1.439 0.014 -1.434
C4 0.676 1.598 0.050
C5 -0.257 -0.699 0.186
C6 -1.988 -1.290 1.803
C7 2.223 2.244 -1.623
N1 1.468 1.271 -0.962
N2 -2.854 -2.313 2.062
N3 -1.118 -1.594 0.711
O1 -1.998 -0.258 2.417
H1 0.470 -1.792 -1.680
H2 -0.799 1.086 1.457
H3 2.197 -0.161 -2.123
H4 0.555 2.676 0.281
H5 1.795 2.232 -2.642
H6 2.083 3.172 -1.083
H7 3.256 1.828 -1.736
H8 -2.749 -3.192 1.598
H9 -3.646 -2.012 2.660
H10 -1.170 -2.560 0.405

Atoms 1-3, force components in eV/Å:
-0.193 -1.989 -1.159
-2.146 0.423 2.508
-1.026 0.607 1.563


Record 2
This record from the OMol25 dataset describes an isolated molecule of C4H7NO. The level of theory is wB97M-V/def2-TZVPD.

Summary:
HOMO-LUMO gap, eV: 9.73
Energy, eV: -7797.1137
Charge: 0
SMILES: NC[C@@H]1CC1=O

Element x y z (Å)
C1 0.409 -1.071 -1.032
C2 -0.762 -0.168 -0.536
C3 -0.670 0.275 0.916
N1 0.693 0.745 1.160
C4 0.321 0.360 -1.390
O1 0.761 1.273 -2.028
H1 1.100 -1.446 -0.278
H2 0.210 -1.776 -1.836
H3 1.295 0.028 1.542
H4 -1.754 -0.345 -0.953
H5 -0.971 -0.540 1.593
H6 -1.363 1.106 1.084
H7 0.729 1.558 1.757

Atoms 1-3, force components in eV/Å:
0.153 -0.121 -0.095
-0.121 0.152 0.032
-0.132 -0.006 -0.042


Record 3
This record from the OMol25 dataset describes the ion C18H21N2O2 with charge +1. The level of theory is wB97M-V/def2-TZVPD.

Summary:
HOMO-LUMO gap, eV: 8.81
Energy, eV: -26074.9672
Charge: +1
SMILES: O=C(c1ccco1)N1CC[NH+](C/C=C/c2ccccc2)CC1

Element x y z (Å)
O1 2.840 1.836 -0.943
C1 3.092 0.901 -0.215
N1 2.075 0.271 0.502
C2 2.022 -1.156 0.689
H1 1.523 -1.379 1.637
H2 3.031 -1.564 0.727
C3 1.282 -1.811 -0.488
N2 -0.078 -1.239 -0.670
H3 -0.449 -1.593 -1.559
C4 -0.008 0.245 -0.790
C5 0.756 0.855 0.383
H4 0.226 0.722 1.329
H5 0.878 1.923 0.195
H6 0.519 0.497 -1.713
H7 -1.026 0.637 -0.837
C6 -1.067 -1.681 0.370
C7 -2.454 -1.314 -0.044
C8 -3.201 -0.421 0.612
C9 -4.555 -0.007 0.297
C10 -5.127 1.023 1.050
C11 -6.410 1.461 0.791
C12 -7.150 0.876 -0.224
C13 -6.599 -0.151 -0.976
C14 -5.315 -0.590 -0.721
H8 -4.909 -1.398 -1.310
H9 -7.176 -0.612 -1.763
H10 -8.154 1.215 -0.427
H11 -6.836 2.258 1.381
H12 -4.554 1.481 1.844
H13 -2.776 0.066 1.483
H14 -2.835 -1.833 -0.911
H15 -0.972 -2.766 0.467
H16 -0.812 -1.219 1.322
H17 1.850 -1.627 -1.403
H18 1.201 -2.888 -0.334
C15 4.448 0.417 0.045
C16 5.039 -0.139 1.160
C17 6.411 -0.237 0.868
C18 6.559 0.262 -0.396
O2 5.391 0.662 -0.889
H19 7.424 0.373 -1.021
H20 7.181 -0.619 1.505
H21 4.560 -0.400 2.082

Atoms 1-3, force components in eV/Å:
0.116 0.066 -0.154
-0.149 0.071 -0.021
0.017 0.124 0.188


Record 4
This record from the OMol25 dataset describes an isolated molecule of C5H9N3O in a non-equilibrium geometry. The level of theory is wB97M-V/def2-TZVPD.

Summary:
HOMO-LUMO gap, eV: 8.77
Energy, eV: -11845.5249
Charge: 0
SMILES: CN(C)n1ccc(=O)[nH]1

Element x y z (Å)
C1 2.175 1.153 -0.090
C2 0.916 1.387 -0.563
C3 2.299 -0.280 0.116
C4 -1.306 0.412 1.136
C5 -1.769 -1.075 -0.806
N1 1.015 -0.816 -0.100
N2 0.180 0.202 -0.523
N3 -1.175 0.174 -0.240
O1 3.242 -0.967 0.386
H1 2.988 1.819 -0.090
H2 0.386 2.263 -0.595
H3 -0.758 -0.346 1.698
H4 -0.925 1.376 1.241
H5 -2.313 0.585 1.308
H6 -2.768 -0.995 -1.022
H7 -1.169 -1.301 -1.782
H8 -1.665 -1.949 -0.251
H9 0.648 -1.642 0.178

Atoms 1-3, force components in eV/Å:
-1.244 -0.666 -1.246
0.453 -3.369 2.051
-0.980 -0.199 0.079


Record 5
This record from the OMol25 dataset describes a structure of composition C21H15Cl3N4O2PtS2 in a non-equilibrium geometry. The level of theory is wB97M-V/def2-TZVPD.

Summary:
HOMO-LUMO gap (spin up / spin down), eV: 6.61 / 5.56
Energy, eV: -94541.9861
<S²>: 6.04
2S+1: 5
Charge: +2

Element x y z (Å)
Pt1 0.278 0.443 -0.199
O1 2.647 1.247 3.012
C1 1.714 1.114 2.186
O2 1.800 0.227 1.217
C2 0.411 1.888 2.209
C3 0.068 2.785 3.250
C4 -1.191 3.439 3.198
C5 -2.095 3.121 2.172
C6 -1.693 2.221 1.204
N1 -0.466 1.672 1.189
H1 0.753 3.012 4.047
H2 -1.502 4.138 3.954
H3 -3.053 3.629 2.089
H4 -2.366 1.869 0.427
Cl1 -0.700 -1.324 1.834
C7 -1.405 -2.477 0.769
C8 -2.051 -3.516 1.434
C9 -2.686 -4.514 0.730
C10 -2.658 -4.535 -0.662
C11 -2.017 -3.512 -1.357
Cl2 -2.006 -3.756 -3.086
C12 -1.393 -2.439 -0.646
S1 -0.515 -1.304 -1.622
H5 -2.073 -3.533 2.526
H6 -3.230 -5.288 1.264
H7 -3.142 -5.318 -1.230
S2 2.200 0.324 -1.639
C13 3.025 -1.010 -0.890
N2 3.987 -0.683 0.059
C14 4.703 -1.655 0.656
C15 4.378 -2.961 0.389
C16 3.475 -3.202 -0.633
N3 2.890 -2.239 -1.357
H8 3.814 0.219 0.481
H9 5.508 -1.350 1.310
H10 4.804 -3.767 0.959
H11 3.242 -4.230 -0.883
Cl3 -3.347 1.823 -4.330
C17 -2.101 2.350 -3.321
C18 -1.579 3.628 -3.360
C19 -0.585 3.988 -2.424
C20 -0.069 3.053 -1.549
N4 -0.588 1.777 -1.539
C21 -1.645 1.477 -2.303
H12 -1.930 4.336 -4.122
H13 -0.199 5.009 -2.386
H14 0.769 3.275 -0.879
H15 -2.179 0.551 -2.151

Atoms 1-3, force components in eV/Å:
1.423 -2.850 -2.435
-2.895 0.303 -1.880
2.847 -0.686 1.525


Record 6
This record from the OMol25 dataset describes an isolated molecule of C3H5N2PS in a non-equilibrium geometry. The level of theory is wB97M-V/def2-TZVPD.

Summary:
HOMO-LUMO gap, eV: 8.64
Energy, eV: -26292.6441
Charge: 0
SMILES: N=[PH2]c1cscn1

Element x y z (Å)
C1 -0.772 -1.504 -0.074
C2 1.321 -1.838 1.163
C3 0.022 -0.429 0.135
N1 1.153 -0.589 0.836
N2 -0.348 2.858 -1.665
P1 -0.348 1.682 -0.531
S1 -0.031 -2.827 0.743
H1 -1.565 -1.649 -0.689
H2 1.946 -2.165 1.976
H3 -0.923 2.657 -2.565
H4 -1.274 1.921 0.617
H5 0.819 1.884 0.055

Atoms 1-3, force components in eV/Å:
2.756 -0.247 1.965
-1.658 0.094 0.850
-1.112 2.686 -2.338


Record 7
This record from the OMol25 dataset describes a cluster of 2 separate species, C9H14O in total in a non-equilibrium geometry. The level of theory is wB97M-V/def2-TZVPD.

Summary:
HOMO-LUMO gap, eV: 9.61
Energy, eV: -11606.6342
Charge: 0
SMILES: Cc1ccccc1.CCO

Element x y z (Å)
C1 -2.248 1.177 -2.174
C2 -1.688 -0.241 -2.241
O1 -1.447 1.923 -1.233
H1 -2.165 1.715 -3.157
H2 -3.290 1.240 -1.862
H3 -1.883 -0.774 -3.178
H4 -1.190 2.730 -1.661
H5 -2.243 -0.769 -1.464
H6 -0.647 -0.010 -2.028
C3 1.199 1.751 1.557
C4 1.024 -0.309 0.108
C5 1.064 0.264 1.371
C6 1.074 -1.674 -0.116
C7 1.047 -0.612 2.482
C8 1.108 -2.515 1.000
C9 1.138 -1.975 2.292
H7 0.953 0.286 -0.784
H8 0.912 -2.139 -1.078
H9 2.031 1.953 2.243
H10 0.212 2.100 1.897
H11 1.037 -0.150 3.459
H12 1.064 -3.582 0.837
H13 1.404 -2.676 3.066
H14 1.533 2.287 0.663

Atoms 1-3, force components in eV/Å:
0.258 1.190 -1.250
-1.081 0.901 0.225
-0.348 -0.588 0.191


Record 8
This record from the OMol25 dataset describes an isolated molecule of C25H28N2O7 in a non-equilibrium geometry. The level of theory is wB97M-V/def2-TZVPD.

Summary:
HOMO-LUMO gap, eV: 8.26
Energy, eV: -43691.5547
Charge: 0
SMILES: CCOc1cc(NC(=O)c2ccco2)c(OCC)cc1NC(=O)Cc1ccc(OC)c(OC)c1

Element x y z (Å)
C1 0.725 2.958 2.756
C2 -0.497 2.097 2.466
H1 -1.408 2.687 2.608
H2 -0.519 1.238 3.152
O1 -0.582 1.638 1.120
C3 0.341 0.656 0.781
C4 1.632 0.973 0.393
C5 2.529 -0.030 0.060
C6 2.119 -1.378 0.099
C7 0.823 -1.692 0.465
C8 -0.071 -0.683 0.807
N1 -1.393 -0.924 1.173
C9 -2.069 -2.094 1.293
O2 -1.585 -3.196 1.156
C10 -3.540 -1.864 1.645
C11 -4.206 -1.062 0.562
C12 -4.783 -1.691 -0.524
C13 -5.351 -0.951 -1.552
C14 -5.327 0.432 -1.526
C15 -4.723 1.087 -0.429
C16 -4.193 0.333 0.603
H3 -3.784 0.835 1.468
O3 -4.715 2.446 -0.481
C17 -3.941 3.143 0.465
H4 -4.356 3.049 1.475
H5 -2.900 2.804 0.459
H6 -3.982 4.188 0.162
O4 -5.843 1.249 -2.486
C18 -6.460 0.658 -3.601
H7 -6.794 1.486 -4.224
H8 -7.326 0.053 -3.310
H9 -5.759 0.038 -4.170
H10 -5.803 -1.474 -2.380
H11 -4.794 -2.769 -0.578
H12 -4.012 -2.841 1.749
H13 -3.591 -1.342 2.603
H14 -1.927 -0.066 1.253
H15 0.473 -2.709 0.497
O5 3.072 -2.293 -0.247
C19 2.725 -3.667 -0.257
C20 3.958 -4.445 -0.688
H16 3.733 -5.507 -0.708
H17 4.774 -4.267 0.007
H18 4.271 -4.129 -1.680
H19 2.406 -3.980 0.746
H20 1.898 -3.838 -0.958
N2 3.846 0.221 -0.325
C21 4.528 1.398 -0.310
O6 4.077 2.472 0.043
C22 5.918 1.253 -0.774
C23 6.896 2.206 -0.901
C24 8.039 1.536 -1.386
C25 7.678 0.229 -1.518
O7 6.402 0.044 -1.153
H21 8.221 -0.634 -1.851
H22 8.995 1.964 -1.605
H23 6.792 3.246 -0.673
H24 4.351 -0.611 -0.603
H25 1.948 2.001 0.342
H26 0.786 3.774 2.040
H27 1.638 2.371 2.694
H28 0.643 3.371 3.757

Atoms 1-3, force components in eV/Å:
-0.236 -0.262 -0.203
0.050 0.201 0.450
0.062 -0.105 0.053


Record 9
This record from the OMol25 dataset describes an isolated molecule of C27H37N3O6S in a non-equilibrium geometry. The level of theory is wB97M-V/def2-TZVPD.

Summary:
HOMO-LUMO gap, eV: 8.08
Energy, eV: -56188.5183
Charge: 0
SMILES: CCN(CC)S(=O)(=O)c1ccc(N2CCCCC2)c(NC(=O)/C=C/c2cc(OC)c(OC)c(OC)c2)c1

Element x y z (Å)
C1 4.423 -4.136 0.721
H1 4.905 -3.164 0.774
H2 4.644 -4.698 1.625
H3 4.813 -4.674 -0.138
C2 2.919 -3.934 0.582
N1 2.610 -3.164 -0.606
S1 2.507 -1.523 -0.373
O1 3.654 -1.116 0.382
O2 2.283 -0.925 -1.660
C3 1.047 -1.284 0.632
C4 1.137 -1.160 2.004
C5 -0.021 -1.035 2.750
C6 -1.279 -0.996 2.142
C7 -1.347 -1.119 0.735
C8 -0.180 -1.288 0.003
H4 -0.219 -1.414 -1.066
N2 -2.592 -1.140 0.106
C9 -2.918 -0.698 -1.154
O3 -3.972 -1.025 -1.660
C10 -1.943 0.217 -1.780
C11 -1.442 1.284 -1.150
C12 -0.469 2.208 -1.702
C13 0.484 1.779 -2.622
C14 1.440 2.659 -3.094
C15 1.432 4.014 -2.690
C16 0.455 4.446 -1.781
C17 -0.461 3.533 -1.277
H5 -1.209 3.850 -0.569
O4 0.454 5.777 -1.431
C18 -0.476 6.221 -0.477
H6 -0.348 5.711 0.483
H7 -0.273 7.283 -0.348
H8 -1.507 6.092 -0.825
O5 2.401 4.774 -3.270
C19 2.854 5.955 -2.649
H9 3.076 5.795 -1.592
H10 3.771 6.219 -3.176
H11 2.132 6.769 -2.745
O6 2.437 2.328 -3.950
C20 2.569 0.974 -4.327
H12 3.480 0.929 -4.921
H13 1.722 0.652 -4.943
H14 2.661 0.319 -3.457
H15 0.516 0.741 -2.902
H16 -1.778 1.510 -0.144
H17 -1.725 0.029 -2.821
H18 -3.332 -1.616 0.610
N3 -2.464 -0.903 2.866
C21 -2.464 -1.298 4.260
H19 -2.125 -0.480 4.916
C22 -3.883 -1.708 4.658
C23 -4.853 -0.553 4.434
C24 -4.766 -0.096 2.981
H20 -5.113 -0.896 2.324
H21 -5.398 0.777 2.815
C25 -3.320 0.251 2.638
H22 -2.990 1.089 3.274
H23 -3.242 0.568 1.598
H24 -4.590 0.278 5.093
H25 -5.871 -0.863 4.674
H26 -3.889 -2.014 5.705
H27 -4.187 -2.562 4.050
H28 -1.792 -2.149 4.383
H29 0.055 -0.929 3.821
H30 2.109 -1.136 2.469
C26 1.756 -3.750 -1.611
C27 2.473 -4.851 -2.387
H31 3.384 -4.455 -2.826
H32 2.731 -5.682 -1.736
H33 1.828 -5.219 -3.181
H34 0.832 -4.145 -1.160
H35 1.499 -2.937 -2.290
H36 2.538 -3.402 1.462
H37 2.405 -4.897 0.523

Atoms 1-3, force components in eV/Å:
-0.237 -0.023 0.091
0.103 0.002 0.027
0.087 -0.077 0.097


Record 10
This record from the OMol25 dataset describes a structure of composition C15H17BBrF2N2O4Pt in a non-equilibrium geometry. The level of theory is wB97M-V/def2-TZVPD.

Summary:
HOMO-LUMO gap (spin up / spin down), eV: 3.91 / 3.91
Energy, eV: -106395.6065
Charge: +1

Element x y z (Å)
Pt1 0.007 -0.208 0.383
Br1 5.060 1.074 -4.950
C1 3.599 0.228 -4.103
C2 3.169 -1.009 -4.555
C3 2.102 -1.623 -3.921
C4 1.457 -1.016 -2.844
C5 1.903 0.232 -2.420
C6 2.974 0.857 -3.040
C7 0.309 -1.753 -2.238
O1 0.003 -2.849 -2.629
O2 -0.442 -1.150 -1.293
H1 3.664 -1.487 -5.388
H2 1.751 -2.590 -4.254
H3 1.416 0.734 -1.597
H4 3.318 1.827 -2.708
C8 -2.110 -1.260 3.257
C9 -2.861 -0.715 2.132
C10 -4.392 -0.526 2.052
C11 -4.627 0.022 0.873
C12 -3.271 0.162 0.227
C13 -2.955 0.718 -1.052
N1 -2.282 -0.301 1.041
H5 -2.727 -1.453 4.130
H6 -1.292 -0.576 3.497
H7 -1.633 -2.192 2.924
H8 -5.089 -0.798 2.830
H9 -5.562 0.309 0.421
H10 -3.821 0.955 -1.661
H11 -2.245 0.028 -1.557
H12 -2.360 1.627 -0.846
F1 1.808 -2.386 0.839
B1 1.554 -1.108 1.078
F2 2.351 -0.477 1.963
N2 2.155 2.977 2.820
C14 0.700 3.367 2.728
C15 0.005 2.360 1.785
O3 -1.200 2.422 1.638
O4 0.853 1.557 1.246
H13 2.791 3.703 2.500
H14 2.160 2.162 2.149
H15 2.438 2.671 3.747
H16 0.607 4.370 2.319
H17 0.232 3.339 3.707

Atoms 1-3, force components in eV/Å:
1.089 1.103 -0.075
0.031 0.019 -0.021
-0.003 -0.004 0.022


Record 11
This record from the OMol25 dataset describes a structure of composition C19H22N4O4S2 in a non-equilibrium geometry. The level of theory is wB97M-V/def2-TZVPD.

Summary:
HOMO-LUMO gap, eV: 7.09
Energy, eV: -55881.0400
Charge: 0

Element x y z (Å)
C1 3.317 -0.158 2.404
H1 2.480 0.434 2.784
O1 3.296 -0.211 0.997
C2 3.335 0.957 0.300
C3 3.492 2.215 0.867
C4 3.530 3.340 0.060
C5 3.416 3.227 -1.312
C6 3.254 1.973 -1.881
C7 3.219 0.837 -1.095
C8 2.953 -0.524 -1.687
N1 1.619 -0.957 -1.310
C9 0.543 -0.603 -2.035
O2 0.607 -0.173 -3.170
C10 -0.764 -0.770 -1.239
N2 -0.780 0.247 -0.197
S1 -0.288 -0.133 1.333
O3 0.455 -1.363 1.343
O4 0.317 1.035 1.907
C11 -1.847 -0.407 2.160
C12 -2.269 0.431 3.152
C13 -3.498 0.228 3.813
C14 -4.320 -0.817 3.489
C15 -3.913 -1.694 2.470
N3 -4.560 -2.760 1.995
S2 -3.680 -3.422 0.831
N4 -2.437 -2.408 0.853
C16 -2.655 -1.488 1.792
H2 -5.261 -0.985 3.988
H3 -3.787 0.917 4.592
H4 -1.631 1.258 3.421
H5 -0.477 1.163 -0.486
H6 -0.728 -1.727 -0.709
C17 -2.059 -0.722 -2.069
C18 -2.055 -1.858 -3.088
H7 -1.256 -1.704 -3.808
H8 -1.903 -2.816 -2.595
H9 -3.002 -1.887 -3.622
C19 -2.264 0.626 -2.754
H10 -2.335 1.424 -2.018
H11 -3.186 0.610 -3.332
H12 -1.435 0.831 -3.423
H13 -2.883 -0.881 -1.362
H14 1.496 -1.220 -0.338
H15 3.670 -1.257 -1.312
H16 2.992 -0.479 -2.777
H17 3.144 1.872 -2.951
H18 3.445 4.106 -1.937
H19 3.649 4.312 0.516
H20 3.572 2.329 1.936
H21 3.204 -1.190 2.733
H22 4.266 0.245 2.774

Atoms 1-3, force components in eV/Å:
-0.021 0.002 0.341
0.103 -0.020 0.005
-0.047 0.033 -0.454


Record 12
This record from the OMol25 dataset describes a structure of composition C15H16AuBClN4O2S2 in a non-equilibrium geometry. The level of theory is wB97M-V/def2-TZVPD.

Summary:
HOMO-LUMO gap, eV: 4.98
Energy, eV: -64426.8473
Charge: +1

Element x y z (Å)
Au1 0.051 -0.120 -0.295
Cl1 3.222 -3.990 5.273
C1 2.230 -3.256 4.085
C2 0.943 -3.774 3.840
C3 0.143 -3.193 2.904
C4 0.552 -2.051 2.142
O1 -0.288 -1.561 1.326
C5 1.879 -1.544 2.395
C6 2.453 -0.429 1.721
O2 1.973 0.307 0.855
C7 2.682 -2.170 3.370
H1 0.601 -4.631 4.400
H2 -0.846 -3.581 2.706
H3 3.482 -0.201 2.048
H4 3.672 -1.783 3.563
C8 -3.508 -1.860 1.066
N1 -3.481 -0.425 1.106
C9 -3.944 0.383 2.097
C10 -3.634 1.663 1.744
N2 -2.995 1.638 0.545
B1 -2.567 2.873 -0.308
N3 -1.112 3.259 0.109
C11 -0.773 4.146 1.082
C12 0.578 4.321 1.059
N4 1.064 3.530 0.065
C13 2.440 3.334 -0.297
C14 0.021 2.889 -0.495
S1 0.211 1.781 -1.804
C15 -2.909 0.358 0.174
S2 -2.211 -0.267 -1.271
H5 -4.046 -2.232 1.933
H6 -2.482 -2.235 1.073
H7 -3.996 -2.203 0.154
H8 -4.474 0.000 2.943
H9 -3.832 2.582 2.255
H10 -2.568 2.557 -1.448
H11 -3.282 3.777 -0.043
H12 -1.511 4.586 1.720
H13 1.212 4.948 1.651
H14 3.063 4.008 0.284
H15 2.583 3.530 -1.359
H16 2.724 2.300 -0.093

Atoms 1-3, force components in eV/Å:
-0.686 0.570 0.413
0.256 -0.192 0.302
0.058 0.647 -0.543


The following energy relative to the best compared isomer or geometry (same formula, charge and spin) values (in kcal/mol) correspond, in order, to the records above: 0.0; 58.4; 17.2; 89.5; 0.0; 62.6; 23.1; 29.8; 84.7; 27.4; 43.5; 0.0.